(1)
The following is a DFT calculation (the ωB97M-V functional and the def2-TZVPD basis) of a structure of composition C40H36NO2P2Ti in a non-equilibrium geometry.

Positions of all 82 atoms, in Å:
O1 2.615 0.434 1.360
C1 -2.124 -5.694 -0.972
O2 -1.887 0.087 0.855
H1 -0.231 3.192 -4.237
P1 -0.010 2.359 -1.352
C2 0.345 -1.202 -5.677
C3 3.155 3.537 -3.691
C4 -0.153 3.736 -0.191
H2 1.691 3.199 0.842
H3 -4.076 -5.952 -0.059
C5 -3.472 -3.884 -0.106
H4 -4.104 1.571 -5.204
C6 2.024 -3.833 -2.566
H5 -3.017 -1.755 -5.719
C7 -3.295 -5.249 -0.352
C8 -2.580 1.799 -2.160
C9 -1.727 -2.120 -4.048
H6 -0.334 0.189 -2.478
H7 3.403 4.374 -4.341
H8 1.378 4.872 2.643
H9 -4.370 -3.520 0.391
C10 1.943 3.540 -3.001
H10 -2.279 6.230 0.759
C11 4.077 -4.041 -1.285
H11 -1.102 -0.410 3.560
C12 1.510 -2.930 -1.620
H12 -2.539 -2.437 -3.398
C13 -3.345 1.818 -4.453
H13 -2.656 -1.904 -0.281
H14 -1.981 -6.759 -1.156
P2 -0.136 -2.202 -1.746
C14 3.753 1.428 -2.662
H15 -0.598 6.402 2.596
H16 1.440 -4.093 -3.449
H17 4.190 -2.819 0.499
C15 -0.469 5.661 1.808
H18 5.068 -4.485 -1.142
H19 4.443 0.591 -2.535
H20 2.417 0.736 -1.107
C16 1.466 0.277 1.734
H21 0.525 -0.054 -1.919
C17 -3.544 1.478 -3.121
H22 1.628 -1.445 -3.963
C18 -0.597 0.379 2.986
H23 -4.447 0.946 -2.810
C19 -1.341 -3.414 -1.147
C20 -1.361 2.404 -2.570
C21 -0.413 -2.078 -3.551
C22 -1.990 -1.726 -5.356
H24 1.327 1.167 3.713
C23 3.293 -4.394 -2.389
H25 1.225 -0.584 3.692
H26 -0.213 -5.129 -1.826
C24 -1.415 5.561 0.779
C25 0.641 4.803 1.838
H27 1.947 -1.816 0.178
C26 2.318 -2.558 -0.530
H28 3.675 -5.117 -3.117
H29 1.234 4.366 -3.109
C27 -2.500 -2.969 -0.490
C28 -1.263 4.603 -0.223
H30 -1.989 4.518 -1.036
H31 -1.012 1.355 3.284
C29 3.584 -3.111 -0.362
H32 4.985 2.460 -4.104
C30 -1.159 2.723 -3.922
N1 0.373 0.083 0.862
H33 -1.163 -1.011 -7.215
C31 -2.158 2.445 -4.848
C32 0.811 3.852 0.836
C33 -0.788 0.158 1.536
C34 -0.955 -1.298 -6.184
C35 -1.136 -4.785 -1.358
C36 0.915 0.321 3.147
Ti1 -0.790 0.052 -0.863
C37 2.583 1.464 -1.909
H34 -2.799 1.673 -1.084
H35 -2.009 2.728 -5.890
C38 0.617 -1.563 -4.361
C39 4.047 2.467 -3.551
H36 1.161 -0.838 -6.301
C40 1.616 2.461 -2.164

- charge = +2
- E (a.u.) = -3282.7455
- Kohn-Sham gap (spin up / spin down) (Eh) = 0.27204 / 0.25051
- <S²> = 0.76
- multiplicity = 2
- highest occupied orbital energy (spin up / spin down) (eV) = -14.22 / -14.18

Charge distribution, Löwdin scheme, values in e: number 1, O, carries 0.0997; number 2, C, carries -0.0405; number 3, O, carries -0.0934; number 4, H, carries 0.1003; number 5, P, carries 1.0623; number 6, C, carries -0.0515; number 7, C, carries -0.0472; number 8, C, carries -0.3370; number 9, H, carries 0.1100; number 10, H, carries 0.1222; number 11, C, carries -0.0575; number 12, H, carries 0.1286; number 13, C, carries -0.0906; number 14, H, carries 0.1181; number 15, C, carries -0.0398; number 16, C, carries -0.1407; number 17, C, carries -0.0737; number 18, H, carries 0.0730; number 19, H, carries 0.1201; number 20, H, carries 0.1203; number 21, H, carries 0.1184; number 22, C, carries -0.0850; number 23, H, carries 0.1208; number 24, C, carries -0.0414; number 25, H, carries 0.1509; number 26, C, carries -0.3535; number 27, H, carries 0.1085; number 28, C, carries -0.0391; number 29, H, carries 0.0753; number 30, H, carries 0.1208; number 31, P, carries 1.0463; number 32, C, carries -0.0515; number 33, H, carries 0.1200; number 34, H, carries 0.1154; number 35, H, carries 0.1203; number 36, C, carries -0.0430; number 37, H, carries 0.1228; number 38, H, carries 0.1199; number 39, H, carries 0.0781; number 40, C, carries -0.4327; number 41, H, carries 0.0486; number 42, C, carries -0.0497; number 43, H, carries 0.1143; number 44, C, carries -0.0511; number 45, H, carries 0.1271; number 46, C, carries -0.3563; number 47, C, carries -0.3730; number 48, C, carries -0.3628; number 49, C, carries -0.0648; number 50, H, carries 0.1429; number 51, C, carries -0.0455; number 52, H, carries 0.1465; number 53, H, carries 0.1069; number 54, C, carries -0.0519; number 55, C, carries -0.0579; number 56, H, carries 0.0723; number 57, C, carries -0.0816; number 58, H, carries 0.1217; number 59, H, carries 0.1189; number 60, C, carries -0.1070; number 61, C, carries -0.0711; number 62, H, carries 0.1082; number 63, H, carries 0.1534; number 64, C, carries -0.0515; number 65, H, carries 0.1209; number 66, C, carries -0.0452; number 67, N, carries 0.0380; number 68, H, carries 0.1199; number 69, C, carries -0.0266; number 70, C, carries -0.0829; number 71, C, carries -0.4316; number 72, C, carries -0.0514; number 73, C, carries -0.0513; number 74, C, carries -0.0516; number 75, Ti, carries 0.6986; number 76, C, carries -0.0996; number 77, H, carries 0.1108; number 78, H, carries 0.1275; number 79, C, carries -0.1041; number 80, C, carries -0.0401; number 81, H, carries 0.1191; number 82, C, carries -0.3409

(2)
The following is a DFT calculation (the ωB97M-V functional and the def2-TZVPD basis) of a structure of composition C6H12Br in a non-equilibrium geometry.

Positions of all 19 atoms, in Å:
H1 1.101 1.691 0.000
Br1 0.658 -3.685 0.000
H2 0.995 -0.512 -2.055
H3 1.545 -1.368 0.000
H4 -0.665 -1.102 1.761
C1 0.144 -0.491 -1.337
C2 0.543 -1.095 0.000
H5 -0.040 -2.252 0.000
H6 -0.211 1.464 2.123
H7 -0.665 -1.102 -1.761
C3 0.144 -0.491 1.337
H8 -1.546 0.933 1.229
H9 -1.546 0.933 -1.229
C4 0.011 1.650 0.000
H10 -0.211 1.464 -2.123
C5 -0.458 0.884 -1.248
C6 -0.458 0.884 1.248
H11 -0.337 2.704 0.000
H12 0.995 -0.512 2.055

- energy above the lowest of the compared OMol25 structures with the same formula, charge and spin (kJ/mol) = 136.0
- E (a.u.) = -2809.7395
- Kohn-Sham gap (spin up / spin down) (Eh) = 0.33928 / 0.32001
- <S²> = 0.76
- multiplicity = 2
- highest occupied orbital energy (spin up / spin down) (eV) = -8.29 / -9.99

Charge distribution, Löwdin scheme, values in e: number 1, H, carries 0.1129; number 2, Br, carries 0.3805; number 3, H, carries 0.1301; number 4, H, carries 0.0314; number 5, H, carries 0.1151; number 6, C, carries -0.1895; number 7, C, carries -0.3450; number 8, H, carries -0.1965; number 9, H, carries 0.1019; number 10, H, carries 0.1151; number 11, C, carries -0.1895; number 12, H, carries 0.1103; number 13, H, carries 0.1103; number 14, C, carries -0.2009; number 15, H, carries 0.1019; number 16, C, carries -0.2174; number 17, C, carries -0.2174; number 18, H, carries 0.1164; number 19, H, carries 0.1301

Question: Look up the multiplicity of the second one.
Answer: 2

Question: Which of these has the highest E?
Answer: C6H12Br

Question: <S²> of number 1 (C40H36NO2P2Ti)?
Answer: 0.76

Question: Look up the multiplicity of the first one.
Answer: 2